Computed, not measured: CO5S2 in the gas phase, with ωB97M-V/def2-TZVPD.

Each line ends with the Mulliken charge.
Element x y z (Å)
C1 0.037 -0.904 -0.034  0.87
O1 0.597 -1.956 0.031  -0.51
O2 2.818 1.584 0.133  -0.36
O3 -3.325 0.702 0.236  -0.38
O4 0.685 0.274 -0.106  -0.36
O5 -1.271 -0.743 -0.050  -0.31
S1 2.407 0.216 -0.046  0.50
S2 -1.949 0.828 -0.164  0.55

Computed properties:
- LUMO energy (alpha / beta) (Eh) = -0.0615 / -0.0628
- energy relative to the best compared isomer or geometry (same formula, charge and spin) (eV) = 0.000
- gap between HOMO and LUMO (alpha / beta) (eV) = 8.02 / 7.90